#A
A gas-phase ion, C8H17N2O (charge +1). Source: the OMol25 dataset; level of theory: the ωB97M-V functional and the def2-TZVPD basis.

The geometry in XYZ format:
```
28
Properties=species:S:1:pos:R:3:nbo_charge:R:1
C -4.4502 0.2369 -0.0801 -0.59
C -3.0085 0.7113 -0.0352 -0.38
C -1.9329 -0.3538 0.3335 -0.38
C -0.4617 0.1341 -0.1528 -0.43
C 0.4542 -0.8030 0.6097 -0.37
C 2.1306 -0.5365 -0.1422 0.50
N 2.7742 -1.8096 -0.6752 -0.72
N 2.9269 -0.1641 1.0417 -0.44
C 3.2752 1.0158 0.8090 0.10
C 2.6884 1.5756 -0.4562 -0.16
O 2.1704 0.4008 -1.0856 -0.51
H -4.7712 0.0643 1.0278 0.19
H -5.0227 0.9377 -0.4858 0.21
H -4.6929 -0.7536 -0.4587 0.22
H -2.7813 1.5432 0.4784 0.20
H -2.9443 1.0502 -1.1506 0.18
H -2.0799 -0.5331 1.3367 0.21
H -2.2529 -1.2852 -0.2076 0.20
H -0.2763 0.0552 -1.1686 0.22
H -0.3926 1.1237 0.1770 0.21
H 0.7951 -0.6310 1.6993 0.25
H 0.0875 -1.8995 0.4391 0.22
H 3.6416 -1.3209 -1.1514 0.47
H 2.1390 -2.2584 -1.3155 0.44
H 2.9020 -2.4954 0.0462 0.46
H 3.8465 1.4471 1.6665 0.25
H 1.8761 2.2694 -0.1627 0.22
H 3.3593 2.2789 -0.9368 0.24
```

Calculated values
Structure (SMILES) = CCCCC[C@]1([NH3+])N=CCO1
Net charge = +1
Orbital gap = 0.35598 hartree

---

#B
2 unconnected molecules or ions with the total composition C8H17N2O. Source: the OMol25 dataset; level of theory: the ωB97M-V functional and the def2-TZVPD basis.

The geometry in XYZ format:
```
28
Properties=species:S:1:pos:R:3:nbo_charge:R:1
C 3.4683 -0.7661 1.3028 -0.15
C 2.8018 -1.1686 0.1945 -0.47
C 2.4714 -0.3992 -0.8748 0.89
C 1.3974 2.2327 0.5276 -0.59
C -1.2481 -0.4482 -1.6884 -0.42
C -2.2344 0.0481 0.4591 -0.42
C -0.8173 -1.8736 0.2099 -0.39
C 0.3079 1.5374 -0.2834 -0.28
N 0.1297 0.2268 0.2306 -0.53
N -1.0256 -0.4764 -0.2224 -0.09
O 2.2819 0.1693 -1.8537 -0.32
H 3.6916 -1.4685 2.0850 0.24
H 3.8052 0.2465 1.4340 0.23
H 2.4797 -2.2006 0.1005 0.30
H 2.3803 1.8613 0.2461 0.17
H 1.3727 3.3024 0.3470 0.23
H 1.2513 2.0416 1.5888 0.23
H -1.5281 0.5531 -2.0064 0.23
H -0.3335 -0.7406 -2.2012 0.22
H -2.0437 -1.1418 -1.9545 0.23
H -3.1127 -0.5245 0.1675 0.22
H -2.0866 -0.0153 1.5346 0.24
H -2.3892 1.0915 0.1924 0.23
H -0.5252 -1.8616 1.2568 0.24
H -1.7228 -2.4603 0.0804 0.22
H -0.0144 -2.3173 -0.3755 0.21
H -0.6118 2.1384 -0.2429 0.18
H 0.6227 1.5236 -1.3499 0.17
```

Calculated values
Net charge = +1
Orbital gap (alpha / beta) = 0.22033 / 0.24693 hartree

---

The structure with the least stability is #B.

---

#A
A single C5H7Br molecule. Source: the OMol25 dataset; level of theory: the ωB97M-V functional and the def2-TZVPD basis.

The geometry in XYZ format:
```
13
Properties=species:S:1:pos:R:3:nbo_charge:R:1
C -1.1756 0.5257 -0.1386 -0.33
C -2.1515 -0.3565 -0.1750 -0.05
C 0.3308 -1.3911 0.3127 -0.26
C 0.2972 -0.0744 -0.3113 -0.33
C 1.4487 0.7401 0.1917 -0.61
Br -3.9267 -0.0149 0.1045 0.13
H -1.2081 1.6255 -0.2805 0.23
H -0.5294 -2.0968 0.2289 0.19
H 1.3485 -1.6846 0.2918 0.16
H 0.3047 -0.1862 -1.3808 0.23
H 1.3031 0.9761 1.3023 0.21
H 1.5936 1.7289 -0.3732 0.21
H 2.3645 0.2082 0.2275 0.22
```

Calculated values
Net charge = 0
Orbital gap (alpha / beta) = 0.33934 / 0.26811 hartree

---

#B
A single C5H7Br molecule. Source: the OMol25 dataset; level of theory: the ωB97M-V functional and the def2-TZVPD basis.

The geometry in XYZ format:
```
13
Properties=species:S:1:pos:R:3:nbo_charge:R:1
C -1.3365 -0.5034 -0.5635 -0.69
C 0.0401 -0.3710 -0.1443 0.13
C 1.0299 -1.0551 0.4022 -0.27
C 1.9525 0.0705 0.7390 -0.28
Br 3.5987 -0.0657 -0.1829 -0.01
C 1.0336 1.1847 0.1873 -0.43
H -1.7818 -1.1803 0.1075 0.23
H -1.4137 -1.0649 -1.5166 0.23
H -1.7867 0.4083 -0.7651 0.24
H 1.1571 -2.0654 0.5528 0.21
H 2.1160 0.1635 1.7534 0.21
H 1.3366 1.8390 -0.7215 0.22
H 0.6940 1.9516 0.8634 0.21
```

Calculated values
Structure (SMILES) = CC1=C[C@@H](Br)C1
Net charge = 0
Orbital gap = 0.38136 hartree

---

The structure with the least stability is #A.

---

#A
A molecular structure, C5H14N2O. Source: the OMol25 dataset; level of theory: the ωB97M-V functional and the def2-TZVPD basis.

The geometry in XYZ format:
```
22
Properties=species:S:1:pos:R:3:lowdin_spin:R:1
C 0.1115 0.2170 1.3469 0.22
O 3.1687 0.7669 -0.4771 0.02
C 0.2319 -0.8264 0.2492 0.09
C 0.0677 0.5803 -0.2109 0.02
C -1.3939 1.0770 -0.4251 0.02
C -3.3011 -0.4997 -0.4539 0.00
N -2.2421 0.1708 0.2443 0.03
N 1.4863 -1.4069 -0.0786 0.56
H 1.0022 0.7147 1.8413 0.00
H -0.7405 -0.2045 2.0128 0.01
H 3.5020 1.0648 -1.3143 0.00
H -0.6283 -1.4925 0.1418 0.00
H 5.8532 -0.6119 0.4324 0.00
H 0.9982 1.1085 -0.5045 0.00
H -1.5776 1.1968 -1.4962 0.00
H -1.5020 2.1617 -0.0937 0.00
H -4.1985 -0.7160 0.1356 0.00
H -3.7918 0.1305 -1.3478 0.00
H -3.0347 -1.4644 -0.9810 0.00
H 5.6468 0.1766 0.3037 0.00
H 1.8850 -2.1558 0.6191 0.02
H 2.2303 -0.6811 -0.1302 0.01
```

Calculated values
Net charge = +1
Orbital gap (alpha / beta) = 0.11644 / 0.12161 hartree
Multiplicity = 2
<S²> = 0.80

---

#B
2 unconnected molecules or ions with the total composition C5H14N2O. Source: the OMol25 dataset; level of theory: the ωB97M-V functional and the def2-TZVPD basis.

The geometry in XYZ format:
```
22
Properties=species:S:1:pos:R:3:lowdin_spin:R:1
C -0.0534 1.6444 0.3849 0.09
O -0.4692 0.3498 0.1437 0.74
C -0.7442 2.6443 -0.5951 0.08
C -0.4197 2.5523 -2.0773 0.00
H 1.0444 1.8085 0.2919 0.03
H -0.3521 1.9473 1.4086 0.00
H -0.5437 3.6526 -0.2198 0.01
H -1.8080 2.4780 -0.4250 0.00
H -1.0472 3.2610 -2.6425 0.00
H -0.6509 1.5821 -2.5309 0.00
H 0.5967 2.8746 -2.2713 0.00
C 0.2008 -2.4658 -0.9248 0.00
N 0.7756 -2.0496 2.7189 0.00
C 0.4814 -1.7165 1.4568 0.03
N 0.3802 -2.6209 0.5324 0.00
H 1.1256 -2.7511 -1.4331 0.00
H 0.0286 -1.4189 -1.1372 0.00
H -0.5955 -3.1496 -1.2298 0.00
H 0.9040 -3.0062 3.0110 0.00
H 0.5277 -1.3782 3.4263 0.00
H 0.1798 -0.6506 1.2779 0.01
H 0.4394 -3.5872 0.8346 0.00
```

Calculated values
Net charge = +1
Orbital gap (alpha / beta) = 0.41561 / 0.30198 hartree
Multiplicity = 2
<S²> = 0.75

---

The structure with the least stability is #A.

---

#A
A single C3H3OP molecule. Source: the OMol25 dataset; level of theory: the ωB97M-V functional and the def2-TZVPD basis.

The geometry in XYZ format:
```
8
Properties=species:S:1:pos:R:3:nbo_charge:R:1
O -0.5519 -0.6827 2.2952 -0.96
P -1.3013 0.6325 1.5286 0.92
C -0.7301 0.5418 -0.0554 -0.57
C -0.1559 0.9839 -1.3090 -0.22
C 0.6185 0.0193 -1.0147 -0.14
H 0.1056 -0.9202 1.6566 0.48
H -0.1321 1.8962 -1.8791 0.22
H 1.3425 -0.8314 -1.2526 0.27
```

Calculated values
Structure (SMILES) = OP=c1cc1
Net charge = 0
Orbital gap = 0.31612 hartree

---

#B
2 unconnected molecules or ions with the total composition C3H3OP. Source: the OMol25 dataset; level of theory: the ωB97M-V functional and the def2-TZVPD basis.

The geometry in XYZ format:
```
8
Properties=species:S:1:pos:R:3:nbo_charge:R:1
C 0.5396 -0.3160 -0.3391 -0.23
C 0.0323 0.2357 -1.2771 -0.14
C 1.2217 -1.0911 0.6929 -0.69
O -3.5752 2.3839 -0.5911 -0.92
P -2.3839 2.6370 -1.3619 1.28
H 2.2944 -1.1172 0.5029 0.23
H 0.8317 -2.1095 0.7117 0.23
H 1.0394 -0.6229 1.6617 0.23
```

Calculated values
Net charge = 0
Orbital gap (alpha / beta) = 0.27995 / 0.21759 hartree

---

#C
A single C3H3OP molecule. Source: the OMol25 dataset; level of theory: the ωB97M-V functional and the def2-TZVPD basis.

The geometry in XYZ format:
```
8
Properties=species:S:1:pos:R:3:nbo_charge:R:1
C 0.6118 0.8142 -0.4788 -0.39
C 1.6176 -0.2680 0.2862 -0.07
C 0.2058 -0.2737 0.4675 -0.48
O 2.4994 -1.5442 -0.5270 -0.68
P 2.2220 1.3199 0.2383 0.89
H 0.2211 0.6376 -1.4207 0.24
H -0.3751 -0.1862 1.3778 0.25
H -0.2265 -1.0738 -0.1911 0.23
```

Calculated values
Net charge = 0
Orbital gap (alpha / beta) = 0.23257 / 0.24438 hartree

---

The structure with the least stability is #C.